# 1
Formula: C8H31AlO8
Source: the Open Molecules 2025 dataset
Level of theory: wB97M-V/def2-TZVPD

The geometry in XYZ format:
```
48
Properties=species:S:1:pos:R:3:forces:R:3
O 0.33918 -2.40266 -1.18180 0.39 -4.48 1.50
O 0.36800 3.50653 -0.51358 -0.40 0.23 0.05
O -1.91176 2.34467 2.44025 0.96 -0.09 -0.31
H 1.14103 -4.08851 -0.13308 -0.50 0.23 0.03
H -0.64475 3.41048 -2.46721 -0.69 0.12 0.72
H 2.11156 1.44243 -1.78184 -0.09 0.38 -1.01
H -0.94867 1.03615 1.23407 -0.15 0.23 -0.52
H 1.20438 -1.08092 1.82187 0.09 -0.18 0.45
O 1.88519 -0.49592 -2.68286 5.21 1.59 -0.53
H 2.13007 -3.47478 -1.42542 0.06 0.25 -0.01
H 3.23555 0.82236 1.80086 -0.45 0.14 1.23
H 2.50454 0.17211 -0.88767 0.46 -0.60 0.79
C 0.29560 3.46401 -1.91861 1.03 0.11 -0.25
H 0.82902 4.34390 -2.27829 -0.04 -0.11 0.01
H 0.83923 2.57786 -2.24616 0.32 -0.19 -0.53
O -2.24646 -1.52664 -0.12234 0.06 0.50 -3.38
O 1.30045 -0.17834 2.13442 0.96 0.95 -0.73
H -2.34616 1.80424 3.10420 -0.32 0.27 0.27
H 0.97494 -0.48071 -2.37821 -1.30 0.59 -0.64
H -0.59681 0.80558 2.80953 0.99 0.89 0.45
C 2.35611 0.38382 1.32930 0.82 -0.84 0.54
H -0.65503 -1.43585 3.02465 -0.71 0.40 0.51
H -0.77994 -0.95930 1.37661 -0.11 -0.01 0.18
C -3.17167 -0.45645 -0.31392 -1.11 0.73 0.16
C -0.18614 0.31543 -0.76524 0.13 0.32 0.43
H -2.09613 -2.62709 0.98752 0.17 -0.20 1.55
O -0.10591 -0.57759 -1.81616 -4.92 4.09 -2.07
Al -1.31924 -2.04978 -2.68319 1.64 0.83 1.69
H 0.00848 2.71400 -0.10830 -0.41 0.25 -0.08
H 3.65345 0.54755 -2.19075 -0.21 -0.20 -0.16
C -0.71615 1.63618 2.11384 -1.95 -0.37 -0.04
O -1.83302 -2.64494 1.91059 0.79 0.37 1.20
H 0.46837 -1.47570 -0.96806 0.46 -1.41 0.76
H -2.19783 -0.60461 2.31401 -0.02 -0.03 0.58
C 2.59745 0.47799 -1.92974 -0.10 -1.06 -0.99
H 0.61832 1.04897 -0.71173 -0.39 -0.24 -0.49
H -1.15825 0.80185 -0.68456 0.16 0.26 -0.28
H -2.59916 0.46507 -0.41949 -0.48 -0.24 0.48
H 2.04783 1.17986 0.65152 -0.40 -0.27 -0.02
C -1.37660 -1.31470 2.21672 0.31 -2.11 -0.37
H -3.78775 -0.48196 -1.21274 0.05 -0.60 -0.12
C 1.45434 -3.16862 -0.62681 0.37 -0.59 -0.53
H 2.85567 -0.48449 0.89968 0.00 0.14 -0.97
H -3.84656 -0.38640 0.53915 0.07 0.06 0.00
H 0.11239 2.28558 1.83117 0.07 0.10 0.85
H -2.60786 -2.39166 -0.32904 -1.09 0.04 -0.54
H -0.17897 -0.26981 0.15429 0.24 -0.19 0.23
H 1.97967 -2.52919 0.08259 -0.01 -0.06 -0.07
```
Positions in Å, forces in eV/Å.

E = -1166.5895 Ha
F_max = 0.1308 Eh/bohr
Net charge = +2
LUMO level = -13.330 eV



# 2
Formula: C8H31O8
Source: the Open Molecules 2025 dataset
Level of theory: wB97M-V/def2-TZVPD

The geometry in XYZ format:
```
47
Properties=species:S:1:pos:R:3:forces:R:3
H 0.70054 -2.19267 1.58631 0.02 -0.21 0.21
H 2.85449 -3.53186 -2.61302 -0.04 0.07 -0.24
H 2.55625 1.05790 2.92124 0.27 0.04 0.09
H 2.24628 -1.89133 -3.05769 -0.07 -0.22 -0.20
H -1.01000 0.00651 4.12032 -0.02 -0.07 0.03
H 0.50097 0.12725 0.59675 0.03 0.08 -0.07
H -0.68834 5.20875 -1.10550 0.03 -0.26 0.13
C 0.84433 0.28076 -0.46267 -0.27 -0.21 -0.20
H 3.04451 -0.07604 0.88785 0.20 0.20 -0.66
O 3.56325 -0.32539 1.69265 -0.44 0.22 0.27
H -0.13248 -2.76460 0.23881 -0.01 -0.71 -0.29
H -3.28884 1.17916 1.80516 -0.14 0.15 0.07
H -1.69555 -2.56521 -2.75036 0.02 0.27 0.04
H 0.80033 5.28346 -2.74233 -0.06 0.03 0.05
H 1.35065 -2.92349 -1.92226 0.00 0.08 0.04
C 2.35300 -2.62947 -2.25389 0.35 0.12 0.30
H -1.08842 0.32784 2.38967 -0.22 0.16 0.00
H -1.67229 -0.79971 -4.17786 0.02 -0.04 -0.05
C -1.54267 -0.24103 3.20019 0.15 -0.35 -0.16
C -0.84546 4.55820 -1.97446 -0.28 0.60 0.38
O -3.69460 1.82195 1.20843 -0.15 0.05 -0.29
H 0.22214 1.12818 -0.84687 0.09 0.01 0.06
H -1.69526 5.00502 -2.51059 0.16 -0.14 -0.26
H 0.00131 -1.20257 -4.60945 -0.12 -0.48 -0.10
H 1.28369 -3.71204 0.96945 -0.12 -0.03 -0.58
H 2.75803 -1.22101 -0.98936 0.27 0.51 0.15
H -3.30719 -0.41532 4.03022 -0.06 -0.01 -0.04
H -1.81949 2.20471 0.37709 0.07 0.10 0.07
O 3.15799 -2.09410 -1.22391 -0.45 -0.24 -0.03
H -1.40939 -1.29414 2.93575 0.11 0.00 0.16
O -0.51058 -3.86976 1.98724 -0.27 0.06 -0.23
H -2.47182 3.47673 1.47374 0.20 -0.07 -0.04
H 1.71796 -0.44871 2.64172 0.07 -0.06 0.07
H -1.14092 3.56875 -1.63703 0.14 -0.06 0.00
O 0.32774 4.44917 -2.74581 0.02 -0.16 -0.32
H 3.16267 -0.47579 3.66571 -0.05 0.24 0.17
C 0.37479 -3.13594 1.12715 0.33 0.90 0.87
C -2.72071 2.72344 0.71605 -0.06 -0.05 0.17
C 2.72438 -0.01762 2.77625 -0.15 -0.41 -0.23
H 0.44965 -0.61539 -1.00870 -0.11 0.06 0.14
O 2.18108 0.44692 -0.62070 0.24 -0.48 0.49
C -0.72857 -1.20524 -3.80032 0.06 0.74 0.32
H -3.14091 3.25800 -0.13680 -0.10 -0.10 -0.01
H -0.31266 -0.50683 -3.06620 -0.20 -0.05 0.11
H -0.44243 -3.52015 2.87708 0.12 0.02 -0.03
O -0.88342 -2.50073 -3.25647 0.17 -0.44 -0.35
O -2.93403 0.06348 3.28741 0.25 0.18 0.00
```
Positions in Å, forces in eV/Å.

E = -925.1990 Ha
F_max = 0.0251 Eh/bohr
Net charge = -1
ΔE to the lowest compared entry with this formula, charge and spin = 0.0 kcal per mole
LUMO level = 2.457 eV



# 3
Formula: C8H32N10O8
Source: the Open Molecules 2025 dataset
Level of theory: wB97M-V/def2-TZVPD

The geometry in XYZ format:
```
58
Properties=species:S:1:pos:R:3:forces:R:3
H 0.12070 0.72999 1.49439 -0.16 0.35 0.20
H 1.78741 1.53287 -1.93792 -0.04 0.39 -0.04
C -1.19742 0.86934 -2.41336 -0.33 0.76 -1.61
H 1.29372 4.84916 1.24878 -0.43 0.53 -0.91
H 1.66551 -1.20837 -0.36602 -0.13 -0.26 -0.12
N -1.42515 -3.58213 -2.27242 -2.72 1.22 -1.50
H -1.48928 0.14799 1.62733 -0.08 -0.22 -0.18
H 1.74416 4.69060 2.96481 0.16 0.43 0.29
H 5.47736 -2.22735 -2.75389 -0.44 -0.02 -0.10
H -1.03681 1.23176 -1.39800 0.02 -0.30 0.04
N 1.08497 3.89660 0.98583 -0.04 -0.06 -1.23
H -1.37269 -2.82170 -1.60978 -0.88 0.64 -0.83
C 4.05760 -2.84008 -1.46333 -3.50 3.60 1.85
N 2.02907 3.72389 2.89853 2.11 0.82 3.18
C 2.86111 1.38129 -2.04879 -0.94 -0.12 0.28
O -0.63110 -5.67460 -2.50865 -0.08 -0.32 0.36
O 3.06325 -2.48762 -0.81228 -0.17 -1.00 -0.25
H 3.14262 1.27142 -4.07037 -0.13 0.40 0.41
H 1.72347 0.06391 0.68348 -1.07 0.25 0.58
C -0.69368 -4.59118 -1.91746 1.41 -1.15 -1.06
O 1.32988 1.81253 1.92475 0.98 -0.28 -0.22
C -3.76685 0.46299 3.97204 0.81 0.70 -2.96
H -0.06411 -3.34751 -0.42674 0.49 -0.08 0.20
H -2.30684 3.22641 0.10365 0.01 1.18 -0.41
C -0.22779 -0.85979 0.36282 2.96 2.55 0.42
H 4.04338 -1.26640 -2.65929 0.18 0.29 0.20
C 1.53603 3.03113 1.91288 -2.22 -0.94 -1.05
H 2.38951 3.31163 3.74719 -0.25 -0.25 -0.27
N 4.66258 -3.94414 -1.32713 1.62 -5.96 1.61
H 5.59626 -4.16374 -1.64358 -0.60 -0.05 -0.09
C -3.33685 3.00810 -0.17838 0.58 1.21 -0.48
N 1.11515 -0.59241 0.21520 1.65 -2.93 -2.59
H -1.62005 1.68492 -3.00016 -0.84 0.23 0.30
H -4.07881 3.73033 0.16220 0.26 0.60 0.16
O 3.08528 0.70311 -3.29880 0.72 -0.37 0.67
O -0.91436 -1.69802 -0.20782 -0.34 -0.81 -0.18
H -5.26637 0.85500 2.78158 -0.10 0.07 0.15
H -0.27203 0.80739 -2.98600 0.62 -0.86 0.50
H 0.77997 -4.93318 -0.76743 0.18 0.71 0.86
H -3.42805 2.97339 -1.26400 0.11 -0.29 -0.09
N -5.01670 0.74026 3.75349 -4.41 0.89 -0.85
H 4.03850 -4.62852 -0.92434 0.83 -0.40 0.28
H -3.07065 1.78076 1.22046 -0.10 -0.41 0.28
H 0.54434 3.65931 0.16638 0.12 -0.04 0.33
N 0.13246 -4.18238 -0.96009 1.87 -2.17 1.31
N -3.52482 0.05169 5.13514 1.14 -2.53 7.37
H -2.65177 -0.36260 5.42880 -0.06 0.44 -0.46
H -4.23592 0.12434 5.84869 0.30 -0.14 -0.06
N -0.60048 0.11306 1.14886 -3.44 1.18 2.13
O -3.57090 1.80055 0.40135 -0.95 -2.37 0.68
H -5.67165 0.27385 4.36472 -0.26 0.24 -0.50
O -2.92043 0.58705 3.14461 2.68 0.47 -2.91
H -2.09562 -3.79251 -2.99790 -0.17 0.80 0.40
H 3.39618 2.30367 -1.82292 0.16 0.15 -0.77
N 4.59519 -2.03320 -2.30203 2.10 3.64 -3.60
O -2.03030 -0.29578 -2.52311 0.88 1.16 0.53
H -1.86889 -0.64356 -1.64299 -0.42 -1.00 0.23
H 3.09072 0.74646 -1.19299 0.34 -0.55 -0.49
```
Positions in Å, forces in eV/Å.

E = -1473.5282 Ha
⟨S²⟩ = 0.750
F_max = 0.1532 Eh/bohr
Net charge = -1
ΔE to the lowest compared entry with this formula, charge and spin = 5.1 kcal per mole
Multiplicity = 2
LUMO level (spin up / spin down) = 2.363 / 2.296 eV



# 4
Formula: C8H32N13O11PS
Source: the Open Molecules 2025 dataset
Level of theory: wB97M-V/def2-TZVPD

The geometry in XYZ format:
```
66
Properties=species:S:1:pos:R:3:forces:R:3
H 0.18174 -2.64944 -4.70152 -0.01 0.13 -0.04
O -1.32429 -4.90633 -0.66459 -0.06 -0.18 -0.06
H -0.21252 -1.18687 4.75577 -0.04 -0.04 -0.04
H -3.70204 -0.53996 1.81980 0.01 -0.01 -0.03
H -1.09155 -2.81121 0.61667 -0.03 0.01 0.00
N -2.09907 3.48108 -5.48531 0.08 0.09 -0.12
C 1.31655 4.70743 -4.56668 -0.07 -0.02 -0.04
H -1.45888 -5.86889 2.35798 0.01 0.00 0.00
O -1.63476 -1.36823 2.88505 0.06 -0.07 0.22
N 0.52290 -1.01140 5.42405 0.06 0.03 -0.01
O 1.69217 0.04548 3.81396 0.20 0.20 -0.20
N 0.33228 5.66045 -4.56418 -0.10 -0.07 0.09
N 2.61621 -0.14341 5.88040 0.09 0.00 -0.03
H 5.90422 -2.66034 9.22407 0.00 0.00 0.00
C -2.79693 3.85482 -6.59900 -0.02 -0.14 0.06
H 0.33495 6.31807 -3.80742 0.03 0.03 -0.02
H 0.12793 0.35383 2.73777 0.16 0.15 0.11
H 3.42712 0.35882 5.57125 -0.04 0.04 -0.04
H -0.35367 5.74795 -5.29163 0.06 0.09 -0.09
H -2.32105 -4.19408 -2.17620 0.01 -0.12 0.07
H -1.55608 -6.80577 0.90326 -0.01 0.00 -0.01
N -0.75583 0.63856 2.32500 0.06 -0.16 0.02
N 5.22950 -2.13217 8.70477 0.00 -0.01 0.01
C 1.62621 -0.34031 4.97763 -0.42 -0.27 0.07
H 5.20161 -1.53488 11.17401 0.00 0.01 0.00
H -1.86520 4.20435 -4.83048 -0.05 -0.06 0.09
H -1.23037 -3.48023 2.18291 -0.08 0.06 -0.01
O -2.51280 -1.27921 -3.73508 0.04 -0.19 -0.02
C -1.76497 -0.25748 2.36592 -0.15 0.13 -0.09
C 0.62764 1.25378 -3.07664 0.38 0.11 -0.16
O -0.77692 -2.73640 -4.69345 0.01 -0.20 0.19
P -1.35508 -2.46558 -3.18052 -0.42 0.02 -0.06
S -2.62636 0.21653 -3.31640 -0.04 0.17 0.27
N -1.19767 -3.62807 1.19023 0.07 -0.03 0.00
O 2.16108 4.63239 -3.69209 -0.01 -0.01 0.05
O 3.59052 -0.57187 8.61529 -0.07 -0.03 0.04
O -2.29878 0.34853 -1.90870 0.05 -0.01 -0.20
H -1.82413 2.53519 -5.28373 0.00 -0.01 0.05
H -3.63254 3.06360 -8.27501 -0.01 0.00 0.00
C 4.40346 -1.20749 9.27167 0.00 0.01 -0.04
H 1.51847 1.49931 -3.65809 0.05 0.03 0.06
O -3.10337 5.01335 -6.82469 0.06 0.08 -0.01
C 0.98742 0.73805 -1.70426 -0.10 -0.10 0.02
H -2.87447 1.87423 -7.26724 -0.03 0.00 0.02
N 1.27017 3.83605 -5.61785 0.03 -0.05 -0.11
C -1.32800 -4.81517 0.56168 0.04 0.11 -0.01
H -0.85411 1.55725 1.93727 -0.04 -0.02 -0.04
H 0.43005 -1.33586 6.36750 0.01 0.02 0.01
H -3.08105 1.00669 1.35151 0.03 -0.04 -0.11
N -1.45908 -5.91807 1.35732 -0.01 0.05 0.02
H 1.77182 -0.01686 -1.74758 -0.02 -0.03 -0.03
H 2.59462 -0.44890 6.84032 0.05 0.03 0.02
H -2.44124 -4.35870 -3.83039 -0.21 0.06 -0.04
N -3.11776 2.83008 -7.44741 0.04 0.04 -0.02
H 0.55994 3.86032 -6.32638 -0.05 0.01 0.06
H 0.01826 2.15238 -3.03603 -0.04 -0.01 0.09
O -0.08682 0.27334 -3.86744 -0.23 0.18 0.20
H 5.14903 -2.27717 7.71557 0.00 0.00 0.00
H 1.97182 3.12119 -5.65167 0.03 0.02 0.00
H 0.11250 0.31059 -1.21756 -0.03 0.03 0.03
H 3.94481 -0.35107 11.05150 0.00 0.00 0.00
H 1.35434 1.57001 -1.10234 0.04 0.00 0.00
O -1.35815 0.85198 -4.19461 -0.03 -0.08 -0.23
N 4.53982 -1.03054 10.61600 0.00 -0.02 0.00
N -2.47399 -3.70536 -3.05634 0.59 0.05 -0.08
N -2.94960 0.12167 1.80237 0.06 -0.01 0.16
```
Positions in Å, forces in eV/Å.

E = -2603.2723 Ha
F_max = 0.0115 Eh/bohr
LUMO level = 0.365 eV



What is the formula in the second record?
C8H31O8



Look up the F_max of the first one.
0.1308 Eh/bohr



What did the first record say?
Formula: C8H31AlO8
Source: the Open Molecules 2025 dataset
Level of theory: wB97M-V/def2-TZVPD

The geometry in XYZ format:
```
48
Properties=species:S:1:pos:R:3:forces:R:3
O 0.33918 -2.40266 -1.18180 0.39 -4.48 1.50
O 0.36800 3.50653 -0.51358 -0.40 0.23 0.05
O -1.91176 2.34467 2.44025 0.96 -0.09 -0.31
H 1.14103 -4.08851 -0.13308 -0.50 0.23 0.03
H -0.64475 3.41048 -2.46721 -0.69 0.12 0.72
H 2.11156 1.44243 -1.78184 -0.09 0.38 -1.01
H -0.94867 1.03615 1.23407 -0.15 0.23 -0.52
H 1.20438 -1.08092 1.82187 0.09 -0.18 0.45
O 1.88519 -0.49592 -2.68286 5.21 1.59 -0.53
H 2.13007 -3.47478 -1.42542 0.06 0.25 -0.01
H 3.23555 0.82236 1.80086 -0.45 0.14 1.23
H 2.50454 0.17211 -0.88767 0.46 -0.60 0.79
C 0.29560 3.46401 -1.91861 1.03 0.11 -0.25
H 0.82902 4.34390 -2.27829 -0.04 -0.11 0.01
H 0.83923 2.57786 -2.24616 0.32 -0.19 -0.53
O -2.24646 -1.52664 -0.12234 0.06 0.50 -3.38
O 1.30045 -0.17834 2.13442 0.96 0.95 -0.73
H -2.34616 1.80424 3.10420 -0.32 0.27 0.27
H 0.97494 -0.48071 -2.37821 -1.30 0.59 -0.64
H -0.59681 0.80558 2.80953 0.99 0.89 0.45
C 2.35611 0.38382 1.32930 0.82 -0.84 0.54
H -0.65503 -1.43585 3.02465 -0.71 0.40 0.51
H -0.77994 -0.95930 1.37661 -0.11 -0.01 0.18
C -3.17167 -0.45645 -0.31392 -1.11 0.73 0.16
C -0.18614 0.31543 -0.76524 0.13 0.32 0.43
H -2.09613 -2.62709 0.98752 0.17 -0.20 1.55
O -0.10591 -0.57759 -1.81616 -4.92 4.09 -2.07
Al -1.31924 -2.04978 -2.68319 1.64 0.83 1.69
H 0.00848 2.71400 -0.10830 -0.41 0.25 -0.08
H 3.65345 0.54755 -2.19075 -0.21 -0.20 -0.16
C -0.71615 1.63618 2.11384 -1.95 -0.37 -0.04
O -1.83302 -2.64494 1.91059 0.79 0.37 1.20
H 0.46837 -1.47570 -0.96806 0.46 -1.41 0.76
H -2.19783 -0.60461 2.31401 -0.02 -0.03 0.58
C 2.59745 0.47799 -1.92974 -0.10 -1.06 -0.99
H 0.61832 1.04897 -0.71173 -0.39 -0.24 -0.49
H -1.15825 0.80185 -0.68456 0.16 0.26 -0.28
H -2.59916 0.46507 -0.41949 -0.48 -0.24 0.48
H 2.04783 1.17986 0.65152 -0.40 -0.27 -0.02
C -1.37660 -1.31470 2.21672 0.31 -2.11 -0.37
H -3.78775 -0.48196 -1.21274 0.05 -0.60 -0.12
C 1.45434 -3.16862 -0.62681 0.37 -0.59 -0.53
H 2.85567 -0.48449 0.89968 0.00 0.14 -0.97
H -3.84656 -0.38640 0.53915 0.07 0.06 0.00
H 0.11239 2.28558 1.83117 0.07 0.10 0.85
H -2.60786 -2.39166 -0.32904 -1.09 0.04 -0.54
H -0.17897 -0.26981 0.15429 0.24 -0.19 0.23
H 1.97967 -2.52919 0.08259 -0.01 -0.06 -0.07
```
Positions in Å, forces in eV/Å.

E = -1166.5895 Ha
F_max = 0.1308 Eh/bohr
Net charge = +2
LUMO level = -13.330 eV



Which of these has the lowest F_max?
C8H32N13O11PS